No. 1
ORCA calculation (ωB97M-V/def2-TZVPD) on C13H20O2 in the gas phase.

Geometry as XYZ:
```
35
Properties=species:S:1:pos:R:3:forces:R:3:lowdin_charge:R:1
C -2.9351 -0.5587 1.6368 -0.016 0.038 0.080 -0.1121
C -2.9683 -1.3990 0.3640 -0.083 -0.088 -0.094 -0.2648
C -3.0864 -0.5660 -0.9187 -0.060 0.175 -0.036 -0.2139
C -1.9911 0.4851 -1.1594 -0.011 0.042 0.124 -0.1790
C -0.5870 -0.0716 -1.3291 -0.015 0.270 -0.341 -0.1779
O -0.0837 -0.4832 -0.0555 0.060 -0.155 0.099 -0.0848
C 1.2394 -0.8535 -0.0620 0.094 0.173 -0.034 -0.2207
C 1.5849 -2.1847 0.1147 0.044 0.069 0.010 0.0008
C 2.9266 -2.5553 0.1359 0.064 -0.158 0.073 -0.0893
C 3.9240 -1.5990 -0.0170 -0.049 0.173 -0.004 -0.0872
C 3.5793 -0.2572 -0.1809 0.071 -0.138 0.048 0.0002
C 2.2437 0.1174 -0.2000 0.044 -0.025 -0.074 -0.2255
O 1.9263 1.4383 -0.4129 0.066 -0.190 -0.089 -0.0775
C 1.3729 2.1016 0.7237 -0.014 0.076 0.267 -0.2406
C 0.9440 3.4812 0.2792 -0.044 0.020 0.019 -0.0660
H -2.9628 -1.2002 2.5234 0.035 0.101 -0.086 0.0703
H -3.7899 0.1281 1.7001 0.115 -0.128 -0.072 0.0763
H -2.0181 0.0359 1.6794 -0.104 -0.064 0.046 0.0567
H -2.0578 -2.0088 0.3187 -0.178 0.051 0.018 0.0946
H -3.8243 -2.0946 0.4021 0.275 0.198 -0.029 0.1067
H -4.0557 -0.0444 -0.9127 0.154 -0.108 0.005 0.1095
H -3.1046 -1.2371 -1.7858 -0.025 0.014 0.071 0.1075
H -2.2341 1.0444 -2.0731 0.028 -0.142 0.108 0.1161
H -1.9756 1.2323 -0.3518 0.010 -0.182 -0.116 0.1120
H -0.5875 -0.9281 -2.0210 -0.003 0.041 0.138 0.1363
H 0.0802 0.6974 -1.7432 -0.148 -0.157 0.062 0.1239
H 0.7857 -2.9130 0.2373 0.172 0.109 -0.035 0.1211
H 3.1863 -3.6018 0.2843 -0.016 0.215 -0.060 0.1029
H 4.9750 -1.8771 -0.0001 -0.209 -0.031 0.006 0.1021
H 4.3402 0.5184 -0.2830 -0.231 -0.223 -0.012 0.1235
H 2.1453 2.1550 1.5074 -0.188 -0.013 -0.104 0.1291
H 0.5197 1.5241 1.1006 0.143 0.115 0.025 0.1161
H 1.7901 4.0328 -0.1425 -0.137 -0.068 0.075 0.0807
H 0.5331 4.0443 1.1227 0.096 -0.062 -0.081 0.0794
H 0.1648 3.3971 -0.4814 0.059 0.050 -0.005 0.0735
```
Positions in Å, forces in eV/Å.

Values from the calculation:
HOMO-LUMO gap: 9.814 eV
calculated total energy: -17899.98833 eV
LUMO level: 0.999 eV
ΔE to the lowest compared entry with this formula, charge and spin: 0.0 kcal per mole

No. 2
ORCA calculation (ωB97M-V/def2-TZVPD) on C4H6N4O2 in the gas phase.

Geometry as XYZ:
```
16
Properties=species:S:1:pos:R:3:forces:R:3:lowdin_charge:R:1
C 0.7427 1.8946 0.0355 0.818 -0.646 1.280 -0.1417
O -0.3463 2.7664 0.3162 -0.378 -0.098 -0.794 -0.1266
N -1.4700 2.2387 -0.3068 -0.479 1.139 -0.282 0.0412
N -1.2716 1.1851 -0.8611 -0.435 -0.787 -0.930 0.0184
C 0.0234 0.5810 -0.5561 0.764 0.766 -0.023 -0.2209
C -0.3321 -0.3825 0.6432 2.130 -2.428 -2.146 -0.2744
C -1.5376 -1.3554 0.3140 -0.272 3.347 -3.209 -0.1190
O -2.5941 -0.6436 0.9699 0.694 0.032 0.377 -0.1044
N -2.0111 0.3394 1.7706 -1.775 0.537 1.354 0.0461
N -0.8078 0.4649 1.7047 -0.022 -1.129 -0.163 0.0503
H 1.1329 1.8263 1.1039 0.277 -0.728 -1.700 0.1328
H 1.4604 2.4038 -0.6339 -0.354 -0.439 0.181 0.1144
H 0.4636 0.0145 -1.5115 -0.811 1.421 2.357 0.1836
H 0.6467 -0.9436 0.8138 -1.341 0.766 0.492 0.1594
H -1.8040 -1.2863 -0.8495 0.756 -0.348 2.463 0.1544
H -1.5298 -2.3563 0.6152 0.430 -1.405 0.743 0.0863
```
Positions in Å, forces in eV/Å.

Values from the calculation:
HOMO-LUMO gap: 10.709 eV
calculated total energy: -14295.14709 eV
LUMO level: 0.545 eV
ΔE to the lowest compared entry with this formula, charge and spin: 170.6 kcal per mole

No. 3
ORCA calculation (ωB97M-V/def2-TZVPD) on a molecular structure, C5H7N.

Geometry as XYZ:
```
13
Properties=species:S:1:pos:R:3:forces:R:3:lowdin_charge:R:1
C 1.5244 -0.7743 -0.6329 0.108 0.368 -0.148 -0.0040
C 1.4975 0.4901 -0.4691 -0.179 -0.232 0.136 -0.1553
C 0.7512 1.4505 0.1512 -0.056 -0.161 0.040 -0.0697
N -0.7491 0.4307 0.8416 0.045 -0.218 0.042 0.0010
C -0.7101 -0.8803 0.7241 -0.024 0.138 0.180 -0.2324
C -1.5514 -0.1873 -0.2431 -0.295 0.064 -0.187 -0.1485
H 2.1438 -1.5147 -1.1219 -0.110 0.172 0.156 0.0627
H 1.0702 1.8305 1.1170 0.156 0.041 -0.210 0.0889
H 0.1435 2.1406 -0.4315 0.208 -0.122 0.025 0.0934
H -0.7361 -1.6460 1.4908 0.066 0.083 -0.140 0.1208
H 0.5161 -1.2096 -0.0626 0.048 -0.032 -0.060 0.0553
H -2.6237 -0.0911 -0.0937 0.035 -0.050 -0.193 0.0873
H -1.1970 -0.0952 -1.2777 -0.003 -0.051 0.358 0.1007
```
Positions in Å, forces in eV/Å.

Values from the calculation:
HOMO-LUMO gap: 9.879 eV
calculated total energy: -6782.78013 eV
LUMO level: 0.957 eV
ΔE to the lowest compared entry with this formula, charge and spin: 132.2 kcal per mole

Copy entry 1 word for word.
ORCA calculation (ωB97M-V/def2-TZVPD) on C13H20O2 in the gas phase.

Geometry as XYZ:
```
35
Properties=species:S:1:pos:R:3:forces:R:3:lowdin_charge:R:1
C -2.9351 -0.5587 1.6368 -0.016 0.038 0.080 -0.1121
C -2.9683 -1.3990 0.3640 -0.083 -0.088 -0.094 -0.2648
C -3.0864 -0.5660 -0.9187 -0.060 0.175 -0.036 -0.2139
C -1.9911 0.4851 -1.1594 -0.011 0.042 0.124 -0.1790
C -0.5870 -0.0716 -1.3291 -0.015 0.270 -0.341 -0.1779
O -0.0837 -0.4832 -0.0555 0.060 -0.155 0.099 -0.0848
C 1.2394 -0.8535 -0.0620 0.094 0.173 -0.034 -0.2207
C 1.5849 -2.1847 0.1147 0.044 0.069 0.010 0.0008
C 2.9266 -2.5553 0.1359 0.064 -0.158 0.073 -0.0893
C 3.9240 -1.5990 -0.0170 -0.049 0.173 -0.004 -0.0872
C 3.5793 -0.2572 -0.1809 0.071 -0.138 0.048 0.0002
C 2.2437 0.1174 -0.2000 0.044 -0.025 -0.074 -0.2255
O 1.9263 1.4383 -0.4129 0.066 -0.190 -0.089 -0.0775
C 1.3729 2.1016 0.7237 -0.014 0.076 0.267 -0.2406
C 0.9440 3.4812 0.2792 -0.044 0.020 0.019 -0.0660
H -2.9628 -1.2002 2.5234 0.035 0.101 -0.086 0.0703
H -3.7899 0.1281 1.7001 0.115 -0.128 -0.072 0.0763
H -2.0181 0.0359 1.6794 -0.104 -0.064 0.046 0.0567
H -2.0578 -2.0088 0.3187 -0.178 0.051 0.018 0.0946
H -3.8243 -2.0946 0.4021 0.275 0.198 -0.029 0.1067
H -4.0557 -0.0444 -0.9127 0.154 -0.108 0.005 0.1095
H -3.1046 -1.2371 -1.7858 -0.025 0.014 0.071 0.1075
H -2.2341 1.0444 -2.0731 0.028 -0.142 0.108 0.1161
H -1.9756 1.2323 -0.3518 0.010 -0.182 -0.116 0.1120
H -0.5875 -0.9281 -2.0210 -0.003 0.041 0.138 0.1363
H 0.0802 0.6974 -1.7432 -0.148 -0.157 0.062 0.1239
H 0.7857 -2.9130 0.2373 0.172 0.109 -0.035 0.1211
H 3.1863 -3.6018 0.2843 -0.016 0.215 -0.060 0.1029
H 4.9750 -1.8771 -0.0001 -0.209 -0.031 0.006 0.1021
H 4.3402 0.5184 -0.2830 -0.231 -0.223 -0.012 0.1235
H 2.1453 2.1550 1.5074 -0.188 -0.013 -0.104 0.1291
H 0.5197 1.5241 1.1006 0.143 0.115 0.025 0.1161
H 1.7901 4.0328 -0.1425 -0.137 -0.068 0.075 0.0807
H 0.5331 4.0443 1.1227 0.096 -0.062 -0.081 0.0794
H 0.1648 3.3971 -0.4814 0.059 0.050 -0.005 0.0735
```
Positions in Å, forces in eV/Å.

Values from the calculation:
HOMO-LUMO gap: 9.814 eV
calculated total energy: -17899.98833 eV
LUMO level: 0.999 eV
ΔE to the lowest compared entry with this formula, charge and spin: 0.0 kcal per mole